Entry 1:
Molecular formula: C6H9NO3S
Method: DFT, ωB97M-V/def2-TZVPD

```
20
Properties=species:S:1:pos:R:3:forces:R:3
C -3.10498 0.01633 0.90685 0.345 1.856 1.736
C -1.82390 -0.57534 0.44322 -0.743 -0.444 -1.308
O -1.69702 -1.66354 -0.04131 -0.224 -1.110 0.280
O -0.87347 0.30802 0.38737 2.953 1.856 -0.252
C 0.29561 0.04570 -0.43983 0.524 -1.168 1.988
N -0.00711 0.08445 -1.87624 -0.881 -0.653 -1.128
O -1.13910 0.30949 -2.21425 0.867 -0.115 0.834
C 1.28533 1.25676 -0.30276 0.047 -1.201 1.184
C 2.64375 0.71379 0.22901 0.732 -1.343 -1.820
S 2.85295 -0.98295 -0.51068 -0.487 0.864 0.053
C 1.13110 -1.32642 -0.07608 -0.195 0.176 -1.742
H -3.27533 -0.29368 1.98778 -0.137 0.541 -1.410
H -3.77024 -0.44013 0.23115 -1.463 -0.479 -0.334
H -3.14267 1.17828 0.75453 0.208 -2.331 0.555
H 0.85013 1.90987 0.47203 0.063 0.222 -0.861
H 1.32881 1.62428 -1.34861 0.548 0.540 1.023
H 3.53731 1.18086 -0.14117 0.099 0.957 -0.330
H 2.87469 0.53612 1.26169 -1.003 0.487 0.848
H 1.17698 -1.66368 0.94962 -0.870 0.599 0.463
H 0.85717 -2.21820 -0.67232 -0.383 0.747 0.222
```
Positions in Å, forces in eV/Å.

energy relative to the best compared isomer or geometry (same formula, charge and spin) = 72.0 kcal/mol
SMILES = CC(=O)O[C@@]1(N=O)CCSC1
energy = -24832.67818 eV

=====

Entry 2:
Molecular formula: C47H58I2NO21PS2
Method: DFT, ωB97M-V/def2-TZVPD

```
132
Properties=species:S:1:pos:R:3:forces:R:3
C 0.67859 -6.03206 9.86294 -0.211 0.069 -0.150
C 0.22915 -5.93989 8.36660 0.270 -0.245 -0.613
C 0.85300 -6.91594 7.44275 -1.757 1.694 -1.060
I 2.23451 -8.37199 8.27673 -0.841 0.777 -0.597
C 0.55491 -6.94622 5.98694 -0.507 1.095 2.289
C 1.21184 -8.01803 5.08402 -0.794 0.289 -1.008
C 0.23018 -9.24021 4.74347 1.531 -0.558 0.148
C 1.15411 -10.32674 4.06430 -0.419 0.325 -0.602
O 1.27830 -10.33453 2.86079 0.072 -0.136 0.694
O 1.83802 -11.21796 4.85691 -0.776 0.846 -0.201
C -0.40928 -5.93534 5.49352 1.154 -1.032 2.011
C -1.02309 -4.97244 6.43095 0.792 -0.750 -0.327
C -0.75958 -4.94561 7.86785 1.893 -2.458 -2.411
S -1.47397 -3.86366 9.12174 0.612 -0.168 5.207
C -2.83933 -2.79361 8.62355 -0.351 1.438 -1.352
O -1.99391 -4.73194 10.20220 -0.369 0.290 -2.384
O -0.43096 -3.02259 9.73649 -0.842 -0.176 -2.334
S -2.16662 -3.77729 5.69765 0.615 -0.246 -0.788
C -1.40630 -3.48897 4.05361 1.115 -0.842 -1.186
C -0.75886 -4.65457 3.46213 0.062 1.849 -1.801
C -0.13510 -4.52699 2.14018 -0.822 1.572 1.129
C -0.15615 -3.26582 1.40350 -0.412 -0.510 1.825
C 0.50374 -3.24780 -0.03735 -1.998 0.725 0.675
O 0.58689 -4.59079 -0.54207 -0.462 0.523 -0.513
C -0.54827 -4.96279 -1.26579 -2.751 -1.080 -2.220
C -0.46726 -5.17841 -2.72417 -1.432 -0.317 0.428
C -1.63005 -5.61116 -3.51541 -0.499 0.111 1.889
C -2.92748 -5.84594 -2.89221 1.577 0.842 2.036
C -3.04118 -5.60248 -1.45241 2.328 0.340 -1.130
C -1.87342 -5.17678 -0.66056 0.015 -0.333 -1.378
C -0.81285 -2.09262 2.00850 -0.040 -1.046 0.913
C -0.87161 -0.75892 1.20634 -0.046 -0.195 -0.336
C 0.52943 -0.19207 0.76130 0.493 1.187 -0.064
C 0.95910 1.10883 1.59498 -0.139 -1.043 -0.241
I 2.43579 0.42166 3.07646 -0.485 0.503 -0.189
C -1.43905 -2.20789 3.34782 1.039 -1.710 -0.546
P -2.28453 -0.74246 4.11644 -0.787 0.672 -1.367
O -3.31148 -0.08002 3.23317 0.852 -0.594 0.749
N -0.72531 -5.95914 4.08857 0.180 2.060 0.731
H 0.35520 -5.16526 10.48371 0.093 -0.830 -0.673
H 1.80200 -6.07835 9.95104 -1.203 -0.076 -0.323
H 0.23460 -6.98283 10.28004 0.544 1.027 -0.260
H 1.44482 -7.55460 4.07706 -0.043 -0.431 1.058
H 2.18184 -8.42054 5.46056 -0.926 0.589 0.066
H -0.48306 -8.91544 3.94859 0.373 -0.478 0.889
H -0.25569 -9.67102 5.65210 0.302 0.561 -0.716
H 2.34185 -11.81052 4.26558 -0.269 0.421 0.088
H -3.26098 -2.25689 9.51972 0.848 -1.088 -0.462
H -2.41880 -1.98023 7.96350 -0.335 -0.957 0.603
H -3.67962 -3.27955 8.07054 0.901 0.000 0.568
H 0.35047 -5.43920 1.70350 -0.520 1.103 0.300
H 1.46998 -2.68890 -0.06666 -0.539 -1.052 0.032
H -0.22384 -2.67137 -0.68591 0.886 -0.450 0.513
H 0.47861 -5.02755 -3.30053 -0.811 -0.074 0.896
H -1.55516 -5.77460 -4.61845 0.228 0.233 1.171
H -3.84509 -6.19765 -3.41693 1.101 0.385 0.156
H -4.01919 -5.73915 -0.94250 0.939 0.115 -0.358
H -2.06277 -5.02707 0.42648 0.498 -0.119 -1.264
H -1.49998 -0.97326 0.28952 0.661 0.251 0.886
H -1.42055 0.06465 1.74355 0.403 -1.081 -0.393
H 0.51912 0.15368 -0.31498 -0.192 -0.622 1.025
H 1.37622 -0.92064 0.88124 -1.083 0.596 -0.271
H 0.10375 1.54497 2.16361 0.833 -0.237 -0.500
H 1.48262 1.86849 0.96948 -0.479 -0.643 0.610
H -2.90376 -1.11625 5.35892 0.793 -0.171 -0.448
H -1.22469 0.16607 4.46741 -0.319 -0.641 0.095
H -0.05941 -6.50514 3.54271 -0.328 -0.139 0.490
C 0.51895 5.09047 -2.11418 -0.406 -0.202 0.306
C 1.41266 3.87535 -2.03134 -0.343 1.032 0.073
C 2.33634 3.72769 -3.20531 0.625 0.228 -0.104
O 2.53006 2.31237 -3.26960 -0.454 -0.269 0.147
C 1.42729 1.73774 -2.72209 -0.111 -0.308 -0.037
O 1.17098 0.57431 -2.78277 0.071 0.249 0.068
O 0.64904 2.66382 -2.09762 0.429 -0.525 -0.214
H 1.10155 6.00165 -2.23652 0.025 -0.133 0.003
H -0.18434 5.00267 -2.94401 0.161 -0.054 -0.036
H -0.08070 5.18234 -1.20592 0.066 0.035 -0.026
H 1.96357 3.87783 -1.08529 0.088 -0.066 -0.098
H 3.28441 4.24031 -3.05358 -0.025 -0.156 -0.029
H 1.89719 4.06342 -4.14992 -0.136 0.047 0.104
C -0.66613 6.03289 -8.39013 0.463 0.105 -0.041
C -0.90113 5.76897 -6.92002 0.002 -0.091 -1.022
C -2.27630 6.15060 -6.44600 -0.456 -0.259 -0.013
O -2.04920 6.46791 -5.07219 0.437 0.148 0.068
C -0.75408 6.86332 -4.96662 0.178 0.215 0.175
O -0.28074 7.37701 -4.00099 -0.084 0.042 -0.252
O -0.06424 6.59920 -6.10962 -0.294 0.037 0.604
H -1.41503 5.53258 -9.00658 0.002 -0.026 0.100
H -0.68485 7.10365 -8.60416 -0.138 -0.047 0.086
H 0.32144 5.67317 -8.68524 -0.088 -0.024 -0.020
H -0.67402 4.72433 -6.68365 -0.073 0.044 0.097
H -2.98962 5.33225 -6.53995 0.012 0.070 0.207
H -2.68063 7.03484 -6.94669 0.144 -0.019 -0.068
C -6.80006 -1.79035 3.27766 0.152 0.331 -0.242
C -6.31015 -3.12451 2.76216 -0.576 0.767 0.369
C -6.01291 -4.12385 3.84603 -0.289 -0.336 0.249
O -4.99783 -4.92932 3.24881 0.249 0.212 -0.267
C -4.36458 -4.14886 2.33307 0.190 0.114 -0.170
O -3.34568 -4.43812 1.78762 -0.484 0.015 0.332
O -5.03996 -2.99011 2.12303 0.308 -0.654 0.052
H -7.68025 -1.91058 3.91260 0.019 -0.096 -0.063
H -6.01813 -1.27746 3.84270 0.017 -0.142 0.005
H -7.06138 -1.13650 2.44379 -0.040 -0.045 0.066
H -7.01760 -3.52911 2.03079 0.073 -0.100 0.036
H -6.88264 -4.72779 4.10424 0.166 -0.127 -0.052
H -5.60940 -3.67208 4.75756 -0.011 0.127 -0.089
C 2.74391 11.11849 -3.02607 -0.001 0.060 0.495
C 3.51688 9.85863 -3.34220 -0.333 0.914 -0.030
C 3.00395 9.11840 -4.54649 -0.039 0.126 -0.572
O 3.35931 7.76772 -4.24814 0.079 -0.095 0.399
C 3.41525 7.66488 -2.89453 -0.065 -0.174 0.229
O 3.49532 6.63168 -2.30419 0.042 0.157 -0.127
O 3.36086 8.88645 -2.30418 0.136 -0.641 -0.330
H 2.71791 11.79262 -3.88392 0.060 -0.080 -0.005
H 1.72067 10.88468 -2.72444 0.033 -0.097 -0.181
H 3.20486 11.64352 -2.18714 0.018 0.024 -0.108
H 4.58393 10.08497 -3.43754 -0.017 -0.108 -0.031
H 3.48023 9.44796 -5.47007 0.030 -0.210 0.022
H 1.91854 9.17530 -4.66598 0.026 0.033 0.145
C 6.67376 6.21118 -8.22954 0.311 0.227 -0.281
C 5.48181 7.12097 -8.03718 0.732 -0.579 0.085
C 4.18918 6.38774 -7.81154 -0.257 -0.253 0.520
O 3.22264 7.30074 -8.33000 0.180 0.211 -0.263
C 3.85489 8.05378 -9.27195 -0.112 0.316 -0.396
O 3.30292 8.78256 -10.03336 0.102 -0.187 0.234
O 5.20323 7.86038 -9.22964 -0.628 0.102 0.116
H 6.78684 5.52388 -7.38934 -0.063 0.074 0.008
H 6.58158 5.63471 -9.15253 -0.164 -0.024 0.102
H 7.58806 6.80091 -8.31963 -0.035 -0.053 0.088
H 5.68015 7.83636 -7.23213 -0.118 -0.012 -0.005
H 4.00456 6.18977 -6.75530 -0.171 0.121 -0.074
H 4.11638 5.44897 -8.36841 0.168 0.051 -0.048
```
Positions in Å, forces in eV/Å.

SMILES = Cc1c(I)c(CCC(=O)O)c2c(c1S(C)(=O)=O)Sc1c(cc(COc3ccccc3)c(CCCI)c1[PH2]=O)N2.C[C@@H]1COC(=O)O1.C[C@@H]1COC(=O)O1.C[C@@H]1COC(=O)O1.C[C@@H]1COC(=O)O1.C[C@@H]1COC(=O)O1
energy = -141325.20985 eV

=====

Entry 3:
Molecular formula: C13H19Br18NO3
Method: DFT, ωB97M-V/def2-TZVPD

```
54
Properties=species:S:1:pos:R:3:forces:R:3
C -2.65103 3.75903 -1.77911 -0.366 -0.176 0.710
C -1.62036 3.55732 -0.61344 0.076 0.004 -0.280
C -0.46916 2.52490 -0.90510 -0.616 0.919 1.286
C 0.01237 2.80687 -2.36385 -0.090 -0.487 0.480
N 1.33120 2.22474 -2.68604 -0.627 0.916 -0.531
C 2.34898 3.24713 -3.00542 1.315 -0.253 -0.288
C -0.67272 1.04015 -0.46457 -1.531 -0.926 -0.561
O 0.43416 0.65181 0.38073 0.924 1.185 -0.865
C 1.21523 1.77836 0.52641 -3.070 0.741 -1.836
O 2.30319 1.89850 0.89697 2.632 -0.834 1.569
O 0.49974 2.88179 0.11772 0.489 -0.278 -0.867
H -2.23774 4.28277 -2.67027 -0.114 -0.430 0.718
H -3.48710 4.39533 -1.38960 0.582 -0.645 -0.425
H -3.05670 2.77139 -2.10510 0.107 0.755 0.168
H -2.08741 3.28233 0.36373 0.062 0.162 -0.886
H -1.11303 4.54300 -0.43681 -0.271 -0.909 -0.126
H -0.73581 2.37035 -3.07698 0.392 0.369 0.838
H -0.03176 3.92137 -2.49944 0.289 -0.906 0.063
H 1.17847 1.73411 -3.56432 0.192 -0.156 0.389
H 2.89520 2.88128 -3.91726 -0.394 0.520 0.723
H 3.14051 3.34753 -2.21728 -0.898 -0.081 -0.421
H 1.94163 4.26170 -3.22391 0.109 -0.687 0.126
H -1.55307 0.80694 0.17969 0.218 0.791 -0.631
H -0.79025 0.37864 -1.35719 0.625 0.305 0.702
C 2.69567 -2.88636 -0.01990 -0.031 -0.023 0.042
Br 1.95909 -3.88038 -1.50958 0.082 0.121 0.166
Br 2.36052 -3.76722 1.66941 0.128 0.208 -0.476
Br 4.57577 -2.50571 -0.26837 -0.223 -0.073 0.041
H 2.18086 -1.93461 0.01064 0.024 0.005 -0.014
C 5.03814 -0.98791 3.34584 0.011 0.046 -0.048
Br 6.01450 0.44099 2.48789 -0.147 -0.195 0.146
Br 6.21028 -2.16430 4.33827 -0.158 0.152 -0.105
Br 3.59826 -0.31492 4.45093 0.259 -0.004 -0.164
H 4.58449 -1.58104 2.55937 0.037 0.047 0.078
C 1.31034 -5.02799 5.49038 0.113 0.026 0.113
Br 1.16821 -6.22857 3.98033 -0.027 0.137 0.196
Br 2.41414 -3.48846 5.08757 -0.329 -0.270 0.276
Br -0.43138 -4.52167 6.16599 0.280 -0.059 -0.200
H 1.80842 -5.57374 6.28230 -0.055 0.025 -0.088
C -0.57539 0.18441 -5.92239 0.025 -0.148 0.038
Br -1.63490 1.79117 -5.72097 0.101 -0.201 -0.018
Br 1.31060 0.58171 -6.06145 -0.183 0.009 -0.027
Br -0.91586 -1.09171 -4.51134 0.248 0.247 -0.220
H -0.87843 -0.28056 -6.85254 0.049 0.074 0.065
C -4.17610 -2.35765 5.58451 -0.004 0.035 0.007
Br -3.98249 -4.25097 5.92486 -0.138 0.234 -0.052
Br -3.86992 -1.93024 3.72464 -0.037 -0.103 0.215
Br -5.88102 -1.68887 6.20534 0.197 -0.105 -0.104
H -3.40899 -1.85032 6.15683 -0.066 -0.058 -0.050
C -3.69484 -2.11797 -1.44636 0.001 0.018 0.014
Br -3.97784 -0.78354 -2.81785 -0.147 -0.093 0.342
Br -1.81270 -2.40979 -1.10332 -0.200 -0.034 -0.063
Br -4.65718 -1.70067 0.17635 0.129 -0.006 -0.210
H -4.09417 -3.05069 -1.82545 0.025 0.091 0.043
```
Positions in Å, forces in eV/Å.

energy relative to the best compared isomer or geometry (same formula, charge and spin) = 12.8 kcal/mol
energy = -1282184.00519 eV

=====

Which of these has the highest energy? C6H9NO3S